Entry 1:
DFT (ωB97M-V/def2-TZVPD) results for the molecule C2H2FIS at a distorted geometry.

Calculated values
M: 204.01 g/mol
Energy relative to the best compared isomer or geometry (same formula, charge and spin): 8.25 kcal per mole
Energy: -23758.4971 eV
Lowest unoccupied orbital energy: -0.58 eV
HOMO-LUMO gap: 8.4094 eV

The geometry in XYZ format:
```
7
C2H2FIS ωB97M-V/def2-TZVPD
C -0.107 -0.507 -0.293
C 0.587 0.542 -0.848
F -0.818 -1.394 -0.897
S 0.400 -0.692 1.426
I -1.609 -0.151 2.510
H 0.948 1.228 -0.090
H 0.599 0.974 -1.808
```

Atom charges from the natural (NBO) analysis, given in e for atoms 1 to 4: 0.248, -0.472, -0.294, 0.028

=====

Entry 2:
DFT (ωB97M-V/def2-TZVPD) results for a structure of composition C7H8CrN2O4S at a distorted geometry.

Calculated values
M: 268.21 g/mol
Charge: +3
Energy relative to the best compared isomer or geometry (same formula, charge and spin): 0.00 kcal per mole
Spin multiplicity: 4
Energy: -57781.1865 eV
Lowest unoccupied orbital energy (spin up / spin down): -12.96 / -15.58 eV
<S²>: 3.80
HOMO-LUMO gap (spin up / spin down): 9.6380 / 6.9644 eV

The geometry in XYZ format:
```
23
C7H8CrN2O4S ωB97M-V/def2-TZVPD
Cr -0.008 0.590 -0.701
C -0.012 1.512 0.932
O -0.020 2.016 1.983
C -0.011 2.327 -1.512
O -0.016 3.370 -2.019
C -1.915 0.505 -0.731
O -3.072 0.441 -0.627
C 1.899 0.509 -0.729
O 3.056 0.450 -0.623
C -0.005 -1.200 -2.287
H 0.931 -1.773 -2.254
H -0.939 -1.777 -2.258
C -0.007 0.118 -2.808
H -0.930 0.518 -3.260
H 0.914 0.521 -3.260
N -1.130 -1.098 2.811
C 0.012 -1.082 2.124
N 1.179 -1.001 2.765
S -0.016 -1.367 0.398
H -1.156 -0.790 3.781
H -2.009 -1.131 2.308
H 2.039 -0.961 2.231
H 1.215 -0.697 3.735
```

Atom charges from the natural (NBO) analysis, given in e for atoms 1 to 4: -0.152, 0.667, -0.242, 0.651

=====

Entry 3:
DFT (ωB97M-V/def2-TZVPD) results for a structure of composition C38H37FN3O2PS2TcTe at a distorted geometry.

Calculated values
M: 907.44 g/mol
Charge: +1
Energy relative to the best compared isomer or geometry (same formula, charge and spin): 0.00 kcal per mole
Spin multiplicity: 3
Energy: -91736.5162 eV
Lowest unoccupied orbital energy (spin up / spin down): -3.59 / -3.85 eV
<S²>: 2.03
HOMO-LUMO gap (spin up / spin down): 6.0296 / 5.7721 eV

The geometry in XYZ format:
```
86
C38H37FN3O2PS2TcTe ωB97M-V/def2-TZVPD
Tc 0.257 0.779 1.985
C -2.509 1.559 -1.082
C -3.767 1.722 -0.396
C -3.771 1.442 0.955
C -2.572 1.109 1.551
N -1.418 1.045 0.897
C -1.392 1.258 -0.384
C -2.444 0.886 3.006
C -3.463 0.754 3.951
C -3.128 0.694 5.304
C -1.795 0.673 5.711
C -0.806 0.704 4.720
N -1.151 0.881 3.370
C 0.614 0.682 5.015
C 1.144 0.611 6.308
C 2.502 0.628 6.409
C 3.306 0.824 5.300
C 2.709 0.929 4.083
N 1.395 0.877 3.899
H -2.482 1.725 -2.185
H -4.637 2.260 -0.802
H -4.656 1.604 1.512
H -0.393 1.184 -0.860
H -4.540 0.596 3.762
H -3.904 0.489 6.059
H -1.463 0.588 6.717
H 0.394 0.482 7.075
H 2.879 0.631 7.446
H 4.407 0.828 5.326
H 3.286 1.118 3.228
C 5.969 3.507 1.113
C 5.021 2.382 0.841
O 3.753 2.803 1.360
P 2.460 2.496 0.529
S 0.780 3.321 1.323
S 2.237 0.463 0.480
O 2.862 3.044 -0.893
C 2.063 2.510 -1.975
C 2.452 3.397 -3.133
H 5.573 4.469 0.753
H 6.977 3.306 0.783
H 6.079 3.550 2.189
H 5.275 1.438 1.349
H 4.958 2.231 -0.208
H 1.002 2.540 -1.663
H 2.274 1.450 -2.082
H 1.823 4.274 -3.102
H 2.138 2.890 -4.058
H 3.531 3.568 -3.035
Te 0.077 -0.308 -3.759
C -0.065 -2.210 -2.895
C -0.864 -3.217 -3.494
C -1.073 -4.433 -2.836
C -0.475 -4.621 -1.605
C 0.513 -3.710 -1.182
C 0.700 -2.506 -1.787
C -0.167 -0.669 -5.820
C 0.377 -1.822 -6.398
C 0.141 -2.015 -7.738
C -0.559 -1.129 -8.522
C -1.143 0.022 -7.899
C -0.971 0.207 -6.533
H -1.490 -3.063 -4.346
H -1.917 -5.089 -3.188
H -0.560 -5.505 -1.001
H 0.938 -3.927 -0.234
H 1.386 -1.872 -1.549
H 1.039 -2.501 -5.875
H 0.616 -2.849 -8.252
H -0.731 -1.404 -9.532
H -1.950 0.575 -8.438
H -1.471 1.000 -5.981
F -5.190 -3.538 0.783
C -3.995 -2.930 1.133
C -3.603 -2.813 2.438
C -2.329 -2.296 2.683
C -1.533 -1.855 1.660
C -0.181 -1.308 1.914
C -1.978 -1.945 0.340
C -3.229 -2.454 0.074
H -4.128 -3.230 3.246
H -1.846 -2.320 3.640
H 0.510 -1.674 1.133
H 0.276 -1.676 2.884
H -1.386 -1.625 -0.492
H -3.568 -2.487 -1.024
```

Atom charges from the Löwdin analysis, given in e for atoms 1 to 4: 1.064, -0.013, 0.013, 0.015

=====

Question: energy relative to the best compared isomer or geometry (same formula, charge and spin) of number 2 (C7H8CrN2O4S)?
Answer: 0.00 kcal per mole